64
Properties=species:S:1:pos:R:3:forces:R:3:nbo_charge:R:1 method="wB97M-V/def2-TZVPD" total_charge=-2 e_lumo_ev=4.38 relative_energy_kj_mol=0.0
C -1.596 0.323 3.316 1.1 0.0 -1.7 -0.265
O -0.946 0.071 1.993 -0.7 -2.3 3.0 -0.562
C -0.997 0.906 0.981 -0.1 3.5 -3.9 -0.559
S 0.573 1.463 0.262 -2.5 -0.2 1.9 2.117
C 1.671 1.820 1.636 0.7 -0.1 -0.1 -0.328
C 1.512 2.990 2.382 0.1 0.0 0.1 -0.134
C 2.358 3.243 3.466 0.0 -0.2 -0.3 -0.251
C 3.376 2.337 3.785 -0.1 -0.2 -0.1 -0.225
C 3.531 1.166 3.032 0.0 0.3 0.0 -0.225
C 2.695 0.920 1.941 -0.1 0.1 0.3 -0.193
O 1.154 0.365 -0.475 0.5 0.2 0.0 -0.961
O 0.318 2.740 -0.383 0.3 -0.1 -0.6 -0.997
S -2.262 2.211 0.973 2.5 -1.2 0.8 2.076
C -2.439 2.980 -0.649 0.1 -0.2 -0.3 -0.152
C -2.358 4.369 -0.745 -0.1 -0.1 -0.1 -0.222
C -2.541 4.983 -1.986 0.0 -0.3 0.1 -0.217
C -2.772 4.208 -3.125 0.0 -0.1 0.2 -0.229
C -2.845 2.816 -3.018 0.0 0.0 0.3 -0.225
C -2.674 2.194 -1.777 -0.1 0.3 0.0 -0.215
O -3.538 1.595 1.304 0.1 0.3 -0.1 -0.970
O -1.737 3.284 1.816 -1.1 0.7 0.2 -1.012
H -2.636 0.029 3.192 0.0 0.2 0.3 0.199
H -1.071 -0.339 3.999 -0.1 0.0 0.0 0.193
H -1.460 1.371 3.579 -0.2 0.1 0.1 0.188
H 0.732 3.698 2.108 0.0 -0.2 0.1 0.245
H 2.218 4.155 4.050 0.1 -0.3 -0.2 0.200
H 4.055 2.550 4.615 -0.2 -0.1 -0.2 0.197
H 4.313 0.444 3.280 -0.2 0.3 0.0 0.207
H 2.831 0.043 1.313 -0.1 0.1 0.2 0.244
H -2.138 4.959 0.145 -0.1 -0.3 -0.2 0.243
H -2.511 6.071 -2.044 0.1 -0.2 -0.1 0.197
H -2.896 4.690 -4.097 0.0 -0.1 0.2 0.196
H -3.044 2.203 -3.897 0.1 0.2 0.2 0.202
H -2.716 1.111 -1.669 0.0 0.2 0.0 0.242
O 3.089 -8.745 1.881 -0.4 0.0 -0.2 -0.568
C 2.415 -7.820 2.025 1.4 0.2 0.6 0.473
Co 1.348 -6.445 2.297 -1.0 -0.8 -0.9 -0.083
C 0.742 -6.466 0.656 -0.3 0.8 -1.0 0.571
O 0.302 -6.535 -0.413 0.5 -0.1 1.1 -0.553
C -0.103 -7.135 3.032 -1.5 -0.6 0.4 0.463
O -1.053 -7.652 3.433 0.7 0.3 -0.3 -0.556
C 1.429 -4.445 2.276 1.5 1.1 -3.0 -0.462
C 0.470 -3.656 2.868 -2.4 0.9 -1.9 -0.061
C -0.601 -2.857 2.551 1.0 -1.1 0.2 -0.348
C -1.830 -3.013 3.314 -0.4 0.5 0.8 -0.020
C -3.089 -3.062 2.666 0.6 -0.1 0.2 -0.172
C -4.225 -3.469 3.357 0.2 0.2 0.2 -0.234
C -4.144 -3.777 4.720 0.0 -0.2 0.0 -0.270
C -2.929 -3.649 5.398 0.0 0.2 -0.3 -0.215
C -1.796 -3.230 4.711 -0.2 0.2 -0.2 -0.235
Co 1.380 -4.728 4.038 0.8 -1.9 4.0 -0.100
C 2.462 -6.159 4.361 1.0 0.2 0.0 0.457
O 3.208 -6.854 4.922 -0.7 0.2 -0.5 -0.576
C 0.179 -5.418 5.145 -1.6 -0.4 1.7 0.549
O -0.485 -5.886 5.964 0.8 0.4 -1.0 -0.555
C 2.082 -3.613 5.201 1.1 1.3 0.6 0.591
O 2.497 -2.915 6.029 -0.7 -1.0 -1.0 -0.542
H 2.156 -4.101 1.532 0.1 0.1 0.5 0.200
H -0.651 -2.352 1.584 -0.1 -0.5 0.1 0.231
H -3.120 -2.813 1.603 -0.1 -0.1 0.3 0.208
H -5.173 -3.538 2.824 0.2 0.0 0.2 0.197
H -5.016 -4.145 5.253 0.0 0.1 -0.1 0.191
H -2.852 -3.873 6.464 -0.1 0.1 -0.2 0.199
H -0.864 -3.024 5.246 -0.3 -0.3 -0.2 0.212